Computed, not measured: a 9-piece molecular cluster, C39H72BrCl16F9N2O6PS2 overall, with ωB97M-V/def2-TZVPD.

Calculated values
Highest occupied orbital energy   -11.0190 eV
Net charge   +1
Gap between HOMO and LUMO   7.961 eV

Each line ends with the Löwdin charge.
Geometry (Å):
C (6.21762, 2.62312, 0.49763)  -0.110
C (5.85979, 1.52277, -0.50701)  -0.211
C (4.31126, 1.45513, -0.60074)  -0.213
C (3.82106, 0.18505, 0.08161)  -0.226
N (2.37852, -0.08106, 0.01231)  -0.041
C (1.44556, 0.86040, 0.49601)  -0.617
Br (2.22088, 1.81289, 2.06204)  0.997
N (1.11719, 2.02309, -0.44278)  0.024
C (1.10818, 1.73170, -1.90508)  -0.163
O (-0.00833, 1.01742, -2.23346)  -0.109
C (-0.40221, 1.18655, -3.60118)  -0.209
C (0.16298, 0.11028, -4.50523)  -0.097
C (-0.12895, 2.82378, -0.08958)  -0.172
C (0.29947, 4.17665, 0.47508)  -0.153
C (-0.78946, 5.26846, 0.40299)  -0.235
C (-1.39926, 5.55111, 1.78254)  -0.545
S (-3.18194, 5.90980, 1.70085)  0.733
C (-1.13562, 2.07462, 0.80718)  -0.240
C (-2.56962, 2.38105, 0.39190)  -0.111
C (-3.01201, 1.76213, -0.91901)  -0.169
C (-4.52159, 1.99426, -1.14686)  -0.149
C (-5.22226, 0.75467, -1.70726)  -0.228
O (-5.71978, -0.02444, -0.63890)  -0.201
C (-7.00307, 0.39395, -0.23972)  -0.125
O (-1.02946, 0.65542, 0.69887)  -0.083
C (0.18433, 0.09980, 1.00062)  -0.529
P (0.05468, -0.22973, 2.87674)  0.751
O (-0.62376, 0.85452, 3.61055)  -0.395
S (0.08750, -1.58172, 0.16673)  0.783
O (-1.20635, -2.08902, 0.50311)  -0.242
O (0.35027, -1.50976, -1.23924)  -0.249
C (1.35411, -2.75122, 0.91004)  -0.438
F (2.14743, -2.18620, 1.84257)  0.091
F (2.14389, -3.13146, -0.12103)  0.110
C (0.73184, -4.04436, 1.49834)  -0.347
F (0.13225, -4.69816, 0.47696)  0.150
F (-0.22823, -3.75663, 2.41627)  0.127
C (1.76641, -4.98131, 2.20494)  -0.334
F (1.41582, -6.24935, 1.89324)  0.163
F (3.02309, -4.78773, 1.77909)  0.171
C (1.74564, -4.88959, 3.76538)  -0.498
F (1.80339, -3.60556, 4.16764)  0.163
F (2.86337, -5.51552, 4.20550)  0.172
F (0.67623, -5.51731, 4.28192)  0.184
H (6.27074, 3.59534, 0.01725)  0.037
H (5.44703, 2.69753, 1.26306)  0.041
H (7.14370, 2.42455, 1.02719)  0.078
H (6.28566, 1.77040, -1.46941)  0.103
H (6.26238, 0.59211, -0.11956)  0.105
H (4.03513, 1.46618, -1.65073)  0.107
H (3.96935, 2.33660, -0.06600)  0.052
H (4.29985, -0.62479, -0.46484)  0.134
H (4.21836, 0.09098, 1.08521)  0.105
H (2.14685, -0.47050, -0.89445)  0.110
H (1.89026, 2.67910, -0.31566)  0.116
H (2.01623, 1.20178, -2.19044)  0.134
H (1.15566, 2.70110, -2.40662)  0.160
H (-1.48318, 1.09395, -3.60921)  0.117
H (-0.17803, 2.18391, -3.98039)  0.128
H (-0.51362, 0.03189, -5.34540)  0.054
H (1.15077, 0.35099, -4.87896)  0.036
H (0.20315, -0.84014, -3.99250)  0.032
H (-0.64938, 3.06249, -1.00836)  0.143
H (0.61996, 4.08759, 1.50791)  0.083
H (1.15986, 4.55041, -0.08366)  0.112
H (-1.54469, 5.05983, -0.34828)  0.096
H (-0.29350, 6.17885, 0.08672)  0.112
H (-1.24458, 4.74486, 2.49022)  0.067
H (-0.89538, 6.41174, 2.20673)  0.069
H (-3.57119, 5.29794, 2.82612)  -0.149
H (-1.03507, 2.45717, 1.82052)  0.135
H (-2.77863, 3.44176, 0.47414)  0.079
H (-3.17734, 1.89690, 1.15629)  0.143
H (-2.82805, 0.69219, -0.91566)  0.118
H (-2.47165, 2.15101, -1.78032)  0.097
H (-4.61675, 2.80365, -1.86802)  0.115
H (-4.99771, 2.28698, -0.21834)  0.112
H (-4.52100, 0.18217, -2.30735)  0.122
H (-6.03920, 1.07002, -2.35504)  0.118
H (-7.77729, -0.17855, -0.75049)  0.075
H (-7.18457, 1.44825, -0.44844)  0.087
H (-7.13073, 0.23822, 0.82609)  0.082
H (-0.74756, -1.38258, 2.90568)  0.045
H (1.28644, -0.65481, 3.39529)  0.017
Cl (-6.82837, -3.37030, -1.18686)  0.563
C (-6.74132, -3.75020, 0.54892)  -0.676
C (-8.10116, -4.00508, 1.14522)  -0.656
Cl (-9.09269, -2.52526, 1.21391)  0.553
H (-6.23695, -2.92346, 1.04508)  0.048
H (-6.12364, -4.64264, 0.64671)  0.051
H (-7.99206, -4.36080, 2.16863)  0.063
H (-8.65108, -4.74928, 0.57571)  0.070
Cl (-4.33752, 2.82395, 5.37194)  0.530
C (-3.25693, 1.42274, 5.61978)  -0.659
C (-4.01856, 0.14786, 5.85690)  -0.716
Cl (-4.86106, 0.13064, 7.42879)  0.547
H (-2.59133, 1.65479, 6.44686)  0.073
H (-2.66226, 1.31168, 4.71638)  0.033
H (-3.32642, -0.69115, 5.86089)  0.037
H (-4.75948, -0.01536, 5.08549)  0.011
Cl (4.04896, 5.61983, 1.16230)  0.530
C (5.19170, 6.05474, 2.46009)  -0.658
C (5.06325, 5.15450, 3.66022)  -0.657
Cl (3.52051, 5.38977, 4.52292)  0.545
H (5.01470, 7.09482, 2.71985)  0.076
H (6.19148, 5.96808, 2.04021)  0.019
H (5.86220, 5.37191, 4.36641)  0.080
H (5.12752, 4.10699, 3.37622)  0.051
Cl (0.70504, -3.56973, -4.49960)  0.586
C (1.38918, -4.64586, -3.25768)  -0.665
C (2.64030, -5.34022, -3.72965)  -0.656
Cl (2.30665, -6.53168, -5.01001)  0.550
H (0.61209, -5.35293, -2.98131)  -0.008
H (1.61802, -4.02487, -2.39269)  0.048
H (3.09128, -5.88212, -2.89946)  0.073
H (3.36684, -4.62983, -4.11653)  0.066
Cl (-4.59894, -2.25191, 3.73416)  0.603
C (-4.62302, -4.01623, 3.98707)  -0.640
C (-4.58975, -4.36251, 5.45214)  -0.646
Cl (-3.01950, -3.94855, 6.19008)  0.546
H (-3.77418, -4.44244, 3.45849)  0.067
H (-5.53860, -4.39418, 3.53538)  0.062
H (-4.73233, -5.43385, 5.58045)  0.076
H (-5.36647, -3.83902, 6.00332)  0.073
Cl (-1.45071, -6.69742, -3.49882)  0.589
C (-1.41135, -7.12049, -1.76900)  -0.653
C (-2.78574, -7.41395, -1.23038)  -0.655
Cl (-3.78707, -5.94035, -1.18299)  0.552
H (-0.95147, -6.29344, -1.23220)  0.044
H (-0.77349, -7.99742, -1.66789)  0.080
H (-2.70855, -7.78719, -0.21054)  0.073
H (-3.30334, -8.15573, -1.83220)  0.071
Cl (7.63563, 7.03806, -0.01791)  0.573
C (8.44926, 6.27840, -1.41174)  -0.647
C (7.61008, 6.34611, -2.65980)  -0.646
Cl (6.16190, 5.30608, -2.54322)  0.530
H (8.67917, 5.25024, -1.14495)  0.067
H (9.38442, 6.81363, -1.56353)  0.077
H (8.18890, 5.99167, -3.51030)  0.076
H (7.27750, 7.36004, -2.86311)  0.072
Cl (3.71266, -1.04929, -6.44215)  0.522
C (2.62166, -1.66460, -7.71547)  -0.649
C (2.06615, -0.55305, -8.56888)  -0.637
Cl (0.93709, 0.47417, -7.64619)  0.585
H (1.83020, -2.22850, -7.22822)  0.051
H (3.20392, -2.34568, -8.33278)  0.077
H (1.51038, -0.97367, -9.40446)  0.077
H (2.85358, 0.08400, -8.96184)  0.069

Computed, not measured: a 8-piece molecular cluster, C18H24F5N3O21 overall, with ωB97M-V/def2-TZVPD.

Calculated values
Highest occupied orbital energy   -10.8397 eV
Gap between HOMO and LUMO   10.290 eV

Each line ends with the Löwdin charge.
Geometry (Å):
O (0.23380, -0.31310, -3.83168)  0.184
C (0.28427, -0.21328, -2.65444)  -0.533
O (-0.54120, 0.49809, -1.86980)  0.081
C (-0.10188, 0.41582, -0.52065)  -0.057
C (0.86694, -0.75113, -0.55247)  -0.319
F (0.18804, -1.90683, -0.22799)  0.047
O (1.27229, -0.77908, -1.87391)  0.101
H (0.39870, 1.33686, -0.21942)  0.112
H (-0.93695, 0.22598, 0.15033)  0.123
H (1.71662, -0.65764, 0.11636)  0.161
O (0.12434, 4.86421, 4.54403)  0.204
C (-0.33342, 4.39772, 3.56535)  -0.542
O (0.06701, 4.63940, 2.30230)  0.087
C (-0.87394, 4.02133, 1.41456)  -0.039
C (-1.42675, 2.91132, 2.28370)  -0.297
F (-0.57742, 1.81830, 2.31217)  0.050
O (-1.37799, 3.49953, 3.55502)  0.112
H (-1.68653, 4.71887, 1.19857)  0.147
H (-0.35833, 3.71806, 0.51044)  0.138
H (-2.40411, 2.52752, 2.00855)  0.156
O (-2.96291, -1.03475, 1.44963)  0.199
C (-3.21362, -0.62249, 2.52478)  -0.535
O (-3.82568, 0.55378, 2.79013)  0.045
C (-3.70296, 0.80352, 4.19117)  -0.051
C (-3.62376, -0.61555, 4.70898)  -0.280
F (-4.90034, -1.15811, 4.70555)  0.050
O (-2.90672, -1.26144, 3.70126)  0.130
H (-2.79866, 1.38256, 4.39990)  0.133
H (-4.52322, 1.39104, 4.59504)  0.148
H (-3.25683, -0.75132, 5.72019)  0.174
O (6.59397, -4.35036, 0.13149)  0.188
C (5.48807, -4.27202, -0.27159)  -0.545
O (4.64954, -5.30775, -0.47534)  0.085
C (3.43859, -4.83011, -1.05672)  -0.038
C (3.52681, -3.31329, -0.87586)  -0.281
F (2.76543, -2.88420, 0.20078)  0.028
O (4.87006, -3.09612, -0.59200)  0.136
H (3.46264, -4.98507, -2.13967)  0.142
H (2.59998, -5.32303, -0.58124)  0.126
H (3.17831, -2.70987, -1.70910)  0.159
O (-3.33222, 0.95434, -2.48673)  0.204
C (-4.16780, 1.39027, -1.78110)  -0.529
O (-4.63458, 0.80342, -0.66444)  0.070
C (-5.62481, 1.63229, -0.03686)  -0.034
C (-5.56896, 2.91417, -0.86400)  -0.308
F (-4.94476, 3.91930, -0.14408)  0.032
O (-4.80603, 2.59891, -1.96856)  0.137
H (-6.59293, 1.14494, -0.14686)  0.140
H (-5.33438, 1.73870, 1.00293)  0.123
H (-6.54470, 3.29918, -1.14868)  0.165
C (3.94371, 3.52250, -2.05122)  0.048
N (3.18706, 2.29450, -1.72836)  -0.418
O (2.96617, 1.52209, -2.63826)  0.077
O (2.91676, 2.08551, -0.55935)  0.073
H (4.63636, 3.27304, -2.84833)  0.101
H (4.47715, 3.87213, -1.17338)  0.099
H (3.30935, 4.33968, -2.38848)  0.105
C (3.42231, -0.27074, -5.30505)  0.044
N (4.32545, -1.21418, -6.03481)  -0.453
O (5.27889, -0.75185, -6.62957)  0.058
O (4.03782, -2.39124, -5.99502)  0.059
H (2.41173, -0.54812, -5.57652)  0.094
H (3.72298, 0.72451, -5.61205)  0.092
H (3.59154, -0.36243, -4.23633)  0.082
C (-0.41422, -3.62561, 2.46236)  0.050
N (0.54354, -4.77007, 2.53740)  -0.440
O (0.61413, -5.39671, 3.57298)  0.072
O (1.17515, -5.00865, 1.52603)  0.052
H (-1.23352, -3.97642, 1.83425)  0.109
H (0.07003, -2.78300, 1.99243)  0.079
H (-0.82343, -3.51783, 3.46126)  0.090

Computed, not measured: a 2-piece molecular cluster, C6H13P overall, with ωB97M-V/def2-TZVPD.

Calculated values
Highest occupied orbital energy   -8.9151 eV
Gap between HOMO and LUMO   9.627 eV

Each line ends with the Löwdin charge.
Geometry (Å):
C (-1.31018, -0.20850, 0.32721)  -0.391
P (-1.28692, 0.77828, -1.28787)  0.868
C (-0.46608, 2.13308, -0.80085)  -0.515
C (0.31258, 2.41135, 0.50470)  -0.131
C (-0.05270, 3.34695, -2.13329)  -0.030
H (-1.88504, -1.14770, 0.21736)  0.011
H (-0.35574, -0.55059, 0.63807)  -0.010
H (-1.78453, 0.38951, 1.20741)  0.063
H (1.32047, 2.15969, 0.47388)  0.062
H (0.40836, 3.42550, 0.61215)  0.038
H (-0.06046, 2.01805, 1.35851)  0.021
H (-0.63073, 3.22760, -2.99171)  0.020
H (0.87834, 3.24557, -2.43483)  -0.009
H (-0.22375, 4.29080, -1.84066)  0.003
C (1.00828, -4.03687, 1.67040)  -0.042
C (0.62378, -4.40657, 0.45933)  -0.052
H (1.40478, -3.10868, 1.69994)  0.010
H (1.05167, -4.61314, 2.46276)  -0.001
H (0.40222, -5.46709, 0.32822)  0.046
H (0.64564, -3.88723, -0.47074)  0.039

Computed, not measured: C19H31Cl4GeN2O3Zn as an isolated structure, with ωB97M-V/def2-TZVPD.

Calculated values
Spin multiplicity   2
Highest occupied orbital energy (spin up / spin down)   -15.2833 / -15.2830 eV
Net charge   +2
Gap between HOMO and LUMO (spin up / spin down)   9.682 / 5.284 eV

Each line ends with the Mulliken spin population.
Geometry (Å):
Zn (0.51099, 0.30916, 0.60824)  -0.025
C (0.28541, 0.20029, -3.38212)  -0.006
C (-0.11206, 1.35846, -2.46948)  -0.019
C (1.04657, 2.33600, -2.32824)  0.012
C (-1.36492, 2.04837, -2.98030)  0.008
O (-0.37888, 0.83899, -1.13486)  0.177
Ge (-1.99915, -0.14900, -0.64565)  0.004
O (-0.52690, -1.42883, -0.36355)  0.631
C (-0.44760, -2.78802, -0.77354)  -0.010
C (-1.45280, -3.11755, -1.86290)  -0.001
C (1.00009, -3.01718, -1.24381)  0.060
C (-0.71785, -3.61787, 0.50271)  0.126
O (-1.44895, 0.41312, 1.06305)  0.032
C (-2.31604, 0.67176, 2.21716)  0.006
C (-2.62055, 2.15957, 2.24940)  0.004
C (-1.52631, 0.24274, 3.44130)  -0.002
C (-3.58813, -0.14901, 2.07725)  -0.003
H (0.43062, 0.55920, -4.40049)  0.001
H (-0.50739, -0.55236, -3.39358)  0.005
H (1.21497, -0.25703, -3.03737)  0.000
H (1.37753, 2.64941, -3.31794)  0.000
H (1.89329, 1.86665, -1.82049)  0.001
H (0.74715, 3.22728, -1.77443)  -0.002
H (-1.14529, 2.57904, -3.90659)  -0.002
H (-1.73186, 2.77562, -2.25262)  -0.001
H (-2.16078, 1.32975, -3.19705)  0.001
H (-1.26958, -2.53066, -2.76383)  -0.001
H (-2.47801, -2.94395, -1.52761)  0.005
H (-1.37183, -4.17042, -2.13125)  -0.001
H (1.23043, -2.36184, -2.08292)  -0.005
H (1.08922, -4.05181, -1.57237)  0.008
H (1.71378, -2.84237, -0.43861)  0.001
H (-1.75290, -3.49293, 0.82276)  -0.001
H (-0.05450, -3.32564, 1.31608)  -0.006
H (-0.54344, -4.66551, 0.25599)  0.007
H (-1.71258, 2.74472, 2.41534)  -0.001
H (-3.31679, 2.37723, 3.05989)  0.002
H (-3.08040, 2.48020, 1.31171)  -0.001
H (-0.59101, 0.80754, 3.50934)  0.000
H (-1.29714, -0.82572, 3.40002)  0.000
H (-2.10029, 0.43397, 4.34820)  0.000
H (-4.17451, 0.16754, 1.21034)  0.000
H (-4.21923, -0.01640, 2.95514)  0.000
H (-3.36179, -1.21543, 1.98603)  -0.001
Cl (3.52304, -4.00498, 2.37457)  0.000
C (2.79205, -2.75971, 3.35756)  0.000
Cl (1.54082, -3.40949, 4.39140)  0.000
Cl (3.99170, -1.87114, 4.27690)  0.000
C (2.14171, -1.79750, 2.43443)  -0.001
N (1.62356, -1.07444, 1.71828)  -0.002
Cl (0.16008, 5.71218, 1.49805)  0.000
C (1.09866, 4.30896, 1.78355)  -0.001
C (2.20071, 4.32957, 2.62261)  0.000
C (2.91264, 3.15441, 2.80491)  0.000
C (2.49858, 2.00610, 2.16207)  0.000
N (1.42818, 1.99156, 1.35328)  0.001
C (0.74412, 3.12940, 1.16613)  0.001
H (2.48809, 5.24624, 3.12145)  0.000
H (3.78637, 3.12907, 3.44155)  0.000
H (3.04083, 1.07718, 2.28316)  0.000
H (-0.11647, 3.09125, 0.51003)  -0.003

Number 1 is which compound?
C39H72BrCl16F9N2O6PS2

Repeat the third record exactly.
Computed, not measured: a 2-piece molecular cluster, C6H13P overall, with ωB97M-V/def2-TZVPD.

Calculated values
Highest occupied orbital energy   -8.9151 eV
Gap between HOMO and LUMO   9.627 eV

Each line ends with the Löwdin charge.
Geometry (Å):
C (-1.31018, -0.20850, 0.32721)  -0.391
P (-1.28692, 0.77828, -1.28787)  0.868
C (-0.46608, 2.13308, -0.80085)  -0.515
C (0.31258, 2.41135, 0.50470)  -0.131
C (-0.05270, 3.34695, -2.13329)  -0.030
H (-1.88504, -1.14770, 0.21736)  0.011
H (-0.35574, -0.55059, 0.63807)  -0.010
H (-1.78453, 0.38951, 1.20741)  0.063
H (1.32047, 2.15969, 0.47388)  0.062
H (0.40836, 3.42550, 0.61215)  0.038
H (-0.06046, 2.01805, 1.35851)  0.021
H (-0.63073, 3.22760, -2.99171)  0.020
H (0.87834, 3.24557, -2.43483)  -0.009
H (-0.22375, 4.29080, -1.84066)  0.003
C (1.00828, -4.03687, 1.67040)  -0.042
C (0.62378, -4.40657, 0.45933)  -0.052
H (1.40478, -3.10868, 1.69994)  0.010
H (1.05167, -4.61314, 2.46276)  -0.001
H (0.40222, -5.46709, 0.32822)  0.046
H (0.64564, -3.88723, -0.47074)  0.039